{"formula": "H6O3", "method": "the ωB97M-V functional and the def2-TZVPD basis", "species": ["O", "O", "O", "H", "H", "H", "H", "H", "H"], "xyz": [[14.293, -23.037, -21.187], [13.658, -27.126, -18.316], [13.587, -26.149, -20.965], [14.136, -23.812, -21.726], [15.243, -22.917, -21.212], [13.691, -26.207, -20.015], [14.279, -26.708, -21.317], [13.549, -26.694, -17.469], [14.351, -27.770, -18.170]], "forces_ev_per_angstrom": [[-0.039, 0.346, 0.088], [-0.049, 0.029, -0.051], [-0.035, 0.295, -0.710], [-0.203, -0.449, 0.022], [0.206, 0.071, 0.012], [-0.068, -0.108, 0.537], [0.101, -0.156, -0.108], [-0.098, 0.198, 0.220], [0.185, -0.226, -0.009]], "mulliken_charge": [-0.635, -0.670, -0.634, 0.326, 0.305, 0.379, 0.291, 0.322, 0.315], "smiles": "O.O.O", "gap_ev": 11.37}

***

{"formula": "C36H42BCaN10O2", "method": "the ωB97M-V functional and the def2-TZVPD basis", "species": ["Ca", "O", "O", "N", "N", "N", "N", "N", "N", "N", "N", "N", "N", "C", "C", "C", "C", "C", "C", "C", "C", "C", "C", "C", "C", "C", "C", "C", "C", "C", "C", "C", "C", "C", "C", "C", "C", "C", "C", "C", "C", "C", "C", "C", "C", "C", "C", "C", "C", "B", "H", "H", "H", "H", "H", "H", "H", "H", "H", "H", "H", "H", "H", "H", "H", "H", "H", "H", "H", "H", "H", "H", "H", "H", "H", "H", "H", "H", "H", "H", "H", "H", "H", "H", "H", "H", "H", "H", "H", "H", "H", "H"], "xyz": [[0.261, 0.141, -0.210], [2.093, -3.357, -0.468], [1.199, -1.395, -1.213], [-1.539, -0.018, 2.314], [0.588, 2.122, 1.127], [2.695, 0.096, 0.228], [2.953, 0.615, 3.490], [-0.335, 2.237, 2.132], [2.906, -1.665, 3.419], [0.962, -0.450, 3.053], [-2.287, 1.732, 0.594], [-0.993, -0.854, 1.368], [-1.629, 1.315, -0.532], [-1.924, 1.400, -2.954], [-1.232, -3.272, -0.419], [-2.213, 1.664, -5.335], [2.484, 3.080, -0.897], [-1.121, 0.841, -5.581], [4.782, 3.662, -1.307], [-0.993, -3.304, 0.952], [2.749, -1.343, 0.602], [4.378, -1.791, 3.315], [-0.714, -5.611, -0.587], [-1.081, -4.416, -1.187], [-3.433, 2.366, 0.252], [-0.638, -4.510, 1.549], [-0.776, 3.535, 4.239], [-2.092, -0.741, 3.315], [-1.236, -2.106, 1.785], [0.052, 3.147, 3.049], [1.273, 3.653, 2.630], [-4.380, 2.959, 1.248], [-0.497, -5.658, 0.786], [4.119, -1.976, 0.821], [4.980, 3.828, 0.059], [-2.810, -0.127, 4.479], [-0.420, 0.297, -4.513], [-0.822, 0.579, -3.217], [3.530, 3.292, -1.783], [-3.519, 2.359, -1.125], [1.964, -2.143, -0.469], [1.552, 2.992, 1.413], [2.675, 3.225, 0.479], [4.931, -1.357, 1.951], [3.928, 3.613, 0.946], [-2.366, 1.691, -1.570], [2.267, -0.509, 3.330], [-2.609, 1.940, -4.033], [-1.879, -2.076, 3.038], [-1.716, 1.508, 2.020], [3.292, 0.677, 0.797], [5.969, -1.692, 1.905], [3.963, -3.035, 1.045], [2.364, -2.500, 3.282], [-2.218, -2.922, 3.623], [2.521, 1.500, 3.302], [1.499, 2.824, -1.270], [0.520, 0.441, 2.887], [-0.266, 0.123, -2.410], [-2.763, 2.093, -6.164], [-3.139, -0.912, 5.158], [-1.571, -2.358, -0.885], [-0.224, 4.250, 4.845], [-1.034, 2.678, 4.865], [-4.322, 2.779, -1.718], [1.824, 4.468, 3.087], [0.429, -0.355, -4.682], [-0.451, -4.545, 2.618], [2.154, -1.490, 1.508], [-5.220, 3.408, 0.722], [-0.604, -6.508, -1.186], [-0.222, -6.592, 1.261], [3.364, 3.186, -2.851], [-3.898, 3.733, 1.848], [3.046, 0.172, -0.722], [4.968, -0.267, 1.858], [5.951, 4.133, 0.435], [-4.772, 2.202, 1.933], [-2.174, 0.564, 5.036], [3.926, 0.590, 3.734], [-2.455, 1.982, 2.839], [-1.255, -4.374, -2.257], [4.668, -1.940, -0.123], [4.088, 3.755, 2.013], [-3.461, 2.589, -3.860], [-3.690, 0.432, 4.153], [5.599, 3.835, -1.999], [-0.820, 0.621, -6.599], [4.587, -2.846, 3.470], [-1.713, 4.003, 3.930], [4.860, -1.255, 4.134], [0.441, -1.271, 2.780]], "forces_ev_per_angstrom": [[0.779, 1.229, -0.097], [-0.217, 0.466, -0.207], [1.107, -2.072, -0.478], [-0.504, -0.060, -0.436], [-0.088, 0.573, 0.784], [0.387, -0.870, 0.044], [0.209, 0.169, 0.000], [-0.258, -0.323, -0.188], [0.543, -0.236, 0.780], [1.458, 0.083, 0.843], [0.085, -0.098, 0.146], [-1.537, -0.748, 0.931], [-1.182, 0.643, 0.125], [0.043, -0.076, 0.202], [0.010, -0.003, -0.035], [0.019, -0.018, -0.036], [0.022, -0.045, 0.040], [-0.062, 0.046, -0.022], [0.052, 0.015, 0.069], [-0.016, 0.121, 0.045], [-0.313, -0.062, -0.528], [-0.158, 0.113, -0.127], [0.010, -0.018, 0.058], [0.002, 0.020, 0.007], [0.084, -0.005, 0.040], [0.199, -0.078, 0.055], [0.043, -0.016, -0.141], [0.057, 0.232, 0.087], [-0.329, -0.080, -0.092], [0.124, 0.182, 0.009], [0.143, 0.095, 0.048], [0.059, -0.084, -0.032], [-0.013, 0.017, -0.030], [0.175, 0.120, -0.083], [-0.064, -0.015, 0.037], [0.031, -0.061, -0.108], [-0.010, 0.023, 0.077], [-0.144, 0.145, 0.075], [-0.046, -0.020, -0.053], [-0.175, 0.083, -0.183], [-0.119, 0.000, -0.394], [0.094, 0.222, -0.034], [-0.070, -0.029, 0.043], [-0.144, -0.036, 0.136], [0.145, 0.013, 0.046], [-0.001, 0.031, -0.182], [-0.628, 0.175, 0.261], [-0.109, 0.103, -0.193], [-0.067, -0.196, -0.014], [-0.100, 0.148, -0.193], [0.120, 0.124, 0.234], [-0.026, -0.014, 0.004], [-0.062, 0.007, -0.181], [-0.066, -0.149, 0.017], [0.040, 0.162, -0.160], [-0.185, 0.437, -0.007], [-0.036, 0.038, -0.032], [0.059, 0.090, 0.195], [-0.051, -0.155, -0.342], [0.036, -0.026, 0.057], [0.034, 0.029, -0.035], [0.009, 0.095, -0.036], [0.005, -0.024, -0.004], [0.068, 0.028, -0.070], [0.189, -0.093, 0.140], [-0.096, -0.238, -0.110], [-0.045, 0.034, 0.022], [-0.063, -0.028, -0.025], [0.170, 0.113, -1.017], [0.018, -0.008, 0.012], [0.006, 0.081, 0.061], [0.006, 0.063, -0.032], [0.011, 0.003, 0.134], [-0.019, -0.050, -0.056], [0.056, 0.086, -0.053], [-0.004, -0.017, 0.027], [-0.108, -0.038, -0.036], [0.044, 0.048, -0.074], [0.009, -0.055, -0.050], [-0.004, 0.045, 0.015], [0.136, -0.153, -0.151], [0.008, 0.009, 0.123], [0.077, 0.022, 0.036], [-0.027, -0.022, -0.126], [0.075, -0.071, -0.027], [0.078, -0.061, -0.014], [-0.075, -0.015, 0.063], [-0.026, 0.027, 0.074], [0.013, -0.054, 0.030], [0.080, -0.034, -0.013], [-0.066, -0.009, 0.121], [0.081, -0.043, 0.186]], "mulliken_charge": [2.466, -0.703, -0.913, 0.881, 0.285, 0.177, -0.172, 0.778, -0.112, 0.439, -0.573, 0.535, 1.115, 1.065, 0.111, -0.766, -0.096, -0.391, -0.457, 0.359, 1.857, -1.351, -0.483, -0.757, 0.651, -0.645, -1.398, 0.788, -0.975, 0.959, -1.094, -1.450, -0.859, -1.091, -0.936, -1.384, -1.417, -0.508, -0.812, -1.433, 0.426, -0.277, -0.181, -0.160, -0.482, -0.162, 0.720, -0.663, -0.973, -1.193, -0.043, 0.485, 0.422, 0.318, 0.576, 0.023, 0.695, -0.331, 0.937, 0.396, 0.439, 0.353, 0.438, 0.183, 0.490, 0.534, 0.458, 0.394, -1.700, 0.398, 0.401, 0.408, 0.452, 0.262, 0.297, 0.095, 0.424, 0.273, 0.199, 0.298, -0.119, 0.426, 0.404, 0.384, 0.360, 0.212, 0.424, 0.412, 0.511, 0.207, 0.366, 0.092], "charge": 1, "gap_ev": 8.59}

***

{"formula": "C6H13NO", "method": "the ωB97M-V functional and the def2-TZVPD basis", "species": ["O", "N", "C", "C", "C", "C", "C", "C", "H", "H", "H", "H", "H", "H", "H", "H", "H", "H", "H", "H", "H"], "xyz": [[-2.187, -1.098, 0.880], [0.221, -2.045, 0.389], [-1.382, -0.223, 0.859], [1.902, -0.519, -1.202], [-0.432, 2.499, 0.016], [0.809, 1.632, -0.510], [0.593, 0.148, -0.757], [0.113, -0.605, 0.554], [0.729, -0.305, 1.419], [0.031, 3.525, -0.104], [2.389, -1.191, -0.477], [-1.342, 2.336, -0.683], [1.836, -1.059, -2.096], [1.187, 1.949, -1.591], [-0.333, -2.272, -0.447], [-0.113, -0.009, -1.587], [-0.843, 2.273, 0.932], [-0.228, -2.527, 1.227], [2.697, 0.216, -1.491], [-1.493, 0.756, 1.367], [1.812, 1.811, 0.007]], "forces_ev_per_angstrom": [[-1.636, -0.063, -0.388], [-0.658, -0.496, 0.885], [2.751, -0.472, 1.701], [1.932, 1.194, 0.576], [1.909, 0.540, -4.653], [0.970, 0.739, -1.792], [0.712, -1.219, 1.422], [-1.037, 0.395, -1.192], [-0.156, 0.222, -0.290], [-1.416, -0.762, 0.539], [-0.535, 0.359, -0.057], [1.616, 0.545, 0.669], [-0.605, -1.147, -1.277], [-1.344, 0.164, 1.957], [0.176, -0.308, 0.653], [-0.289, 0.144, 0.502], [0.038, -0.054, 2.299], [0.637, 0.808, -1.742], [-0.669, -0.078, 0.472], [-0.776, -0.215, -0.491], [-1.623, -0.298, 0.205]], "mulliken_charge": [-0.490, -0.632, 0.042, -1.519, -1.239, -0.788, 0.590, -0.241, 0.390, 0.329, 0.339, 0.320, 0.395, 0.313, 0.282, 0.306, 0.367, 0.273, 0.401, 0.211, 0.352], "smiles": "CC[C@@H](C)[C@H](N)C=O", "gap_ev": 10.24}

***

We obtain ΔE to the lowest compared entry with this formula, charge and spin values of 9.6, 28.9, 57.0 kcal/mol for the records listed above, in that order.